Record 1
Molecular formula: C6H13N
Method: DFT, wB97M-V/def2-TZVPD

* orbital gap (alpha / beta): 0.28085 / 0.27866 Ha
* ΔE to the lowest compared entry with this formula, charge and spin: 86.7 kcal per mole
* LUMO (alpha / beta): 1.0 / 1.0 eV
* E_tot: -7919.075 eV

Atoms and positions in Å:
N: 0.91023 -0.12051 -0.68426
C: -0.55948 0.08373 -0.71837
C: -1.11836 1.00373 0.35459
C: 1.62758 -1.17796 1.61294
C: 1.60987 -0.86943 0.18271
C: -2.62628 1.17285 0.20588
C: 1.62312 -0.01132 -1.80868
H: -2.89164 1.62817 -0.75570
H: 0.63685 -1.44794 1.99094
H: 2.69957 0.06435 -1.73431
H: 2.10810 -0.39572 2.19378
H: 2.12550 -1.84507 -0.37996
H: -0.83068 0.50490 -1.69996
H: -0.91039 0.59285 1.34777
H: -0.61759 1.97449 0.27261
H: -3.01130 1.81666 1.00224
H: -3.12586 0.19976 0.27611
H: 1.08931 -0.16451 -2.73042
H: -0.98012 -0.92556 -0.63749
H: 2.24157 -2.08348 1.70958

Record 2
Molecular formula: C6H13N
Method: DFT, wB97M-V/def2-TZVPD

* orbital gap: 0.38235 Ha
* ΔE to the lowest compared entry with this formula, charge and spin: 23.4 kcal per mole
* LUMO: 1.2 eV
* E_tot: -7921.818 eV
* SMILES: CCCN1C[C@H]1C

Atoms and positions in Å:
N: 0.36846 0.57805 0.04895
C: -1.11156 -1.22301 0.76923
C: -0.04256 -0.77988 -0.22244
C: -0.35161 1.53166 -0.76090
C: 1.10604 1.28614 -0.97739
C: -1.56235 -2.64039 0.44541
C: 2.25492 2.13087 -0.47034
H: -2.39980 -2.96261 1.06962
H: -1.87783 -2.70451 -0.60279
H: 3.15126 1.50292 -0.37929
H: -1.95762 -0.52708 0.69212
H: -1.00056 1.03044 -1.49365
H: 1.32295 0.74779 -1.90529
H: 2.50145 2.96419 -1.13654
H: -0.76362 2.41168 -0.27180
H: -0.74017 -3.35158 0.58623
H: 0.83844 -1.43370 -0.16971
H: 2.03196 2.52409 0.52596
H: -0.74602 -1.15442 1.80295
H: -0.48707 -0.82700 -1.24875

Record 3
Molecular formula: C6H13N
Method: DFT, wB97M-V/def2-TZVPD

* orbital gap: 0.36843 Ha
* ΔE to the lowest compared entry with this formula, charge and spin: 51.5 kcal per mole
* LUMO: 1.0 eV
* E_tot: -7920.598 eV
* SMILES: [H]/N=C\C.C=C(C)C

Atoms and positions in Å:
N: -1.64614 -1.12807 -0.44784
C: 1.54903 -0.03571 0.14957
C: 2.15364 -1.26672 -0.42066
C: -2.92883 0.97528 -0.51728
C: -2.60185 -0.41471 0.00417
C: 1.15658 0.96843 -0.68290
C: 1.65594 0.04241 1.70286
H: -3.22521 -0.73695 0.82162
H: 3.11419 -1.53386 -0.04230
H: 2.37883 -1.18423 -1.52251
H: -2.25511 1.55611 0.13718
H: 2.77415 0.10620 1.72932
H: -2.59275 1.19096 -1.57522
H: -1.18019 -0.67252 -1.34262
H: 1.09903 0.90077 2.28389
H: -4.02029 1.41207 -0.43562
H: 0.70325 1.88794 -0.30777
H: 1.19821 -0.80643 2.20496
H: 1.50790 -2.02195 -0.02087
H: 1.15963 0.76099 -1.71796

Record 4
Molecular formula: C6H13N
Method: DFT, wB97M-V/def2-TZVPD

* orbital gap (alpha / beta): 0.30390 / 0.30392 Ha
* ΔE to the lowest compared entry with this formula, charge and spin: 118.4 kcal per mole
* LUMO (alpha / beta): 0.9 / 0.9 eV
* E_tot: -7917.700 eV

Atoms and positions in Å:
N: 0.79788 0.44182 -0.44570
C: -1.69840 -0.15949 -1.01122
C: 1.28912 -1.98779 -1.00965
C: 0.76142 -0.96300 -0.02984
C: -0.40034 -0.10558 -0.30270
C: -0.97455 1.07468 1.67598
C: 1.31772 1.52503 0.25480
H: 0.98051 -1.72464 -2.02702
H: 2.38037 1.43134 0.48209
H: 2.38198 -2.05839 -0.98885
H: 0.98268 -1.14816 1.02868
H: -2.23147 0.79459 -0.97330
H: -1.60070 1.83126 1.18829
H: 0.27040 1.31157 1.24549
H: -0.75701 1.43424 2.69173
H: -2.32330 -0.92916 -0.54794
H: -1.54974 -0.44102 -2.06180
H: -1.56439 0.16176 1.79972
H: 1.05877 2.48790 -0.19193
H: 0.87906 -2.97695 -0.77682

Record 5
Molecular formula: C6H13N
Method: DFT, wB97M-V/def2-TZVPD

* orbital gap: 0.38750 Ha
* ΔE to the lowest compared entry with this formula, charge and spin: 55.3 kcal per mole
* LUMO: 1.0 eV
* E_tot: -7920.437 eV
* SMILES: [H]/N=C/C.CC1CC1

Atoms and positions in Å:
N: -0.48126 -2.12502 -1.32682
C: -1.30655 1.09404 -0.25818
C: -1.36426 0.39922 1.07564
C: 0.69988 -2.01207 -0.93418
C: 0.37375 2.32448 1.30288
C: 1.85710 -2.70928 -1.48240
C: -1.02943 1.85997 1.00129
H: -1.17559 -1.56367 -0.84275
H: 0.58099 3.27375 0.80799
H: -0.47266 0.88119 -0.91296
H: -2.23450 1.27176 -0.78279
H: 0.51320 2.46256 2.37550
H: 2.54491 -3.01237 -0.69909
H: 1.10386 1.59338 0.95628
H: -0.56888 -0.28664 1.33250
H: -1.80042 2.54914 1.32700
H: 1.17561 -1.04848 -0.44037
H: 1.59860 -3.46418 -2.21617
H: 2.31663 -1.59380 -1.74243
H: -2.33098 0.10602 1.45906

Record 6
Molecular formula: C6H13N
Method: DFT, wB97M-V/def2-TZVPD

* orbital gap: 0.31819 Ha
* ΔE to the lowest compared entry with this formula, charge and spin: 6.7 kcal per mole
* LUMO: 1.0 eV
* E_tot: -7922.542 eV
* SMILES: CC/C(C)=C(/C)N

Atoms and positions in Å:
N: -1.28853 -1.31618 -1.12246
C: 2.42753 -0.62988 0.05882
C: -2.36416 0.09410 0.51484
C: 0.10633 0.29573 0.00996
C: 0.22488 1.59004 0.78373
C: 1.31584 -0.07172 -0.81836
C: -1.08438 -0.26508 -0.20674
H: 2.56071 -0.00872 0.95204
H: 1.10713 2.15413 0.49048
H: 1.61719 0.84783 -1.32129
H: -2.23237 -1.66482 -1.17974
H: -3.17274 0.05084 -0.22398
H: -2.54656 -0.62826 1.31073
H: 3.41871 -0.69804 -0.41022
H: 0.27595 1.45975 1.86285
H: -0.64917 2.22394 0.62737
H: -2.37215 1.08300 0.96592
H: 1.04767 -0.82150 -1.55842
H: 2.21438 -1.63843 0.42692
H: -0.60625 -2.05672 -1.16247

Record 7
Molecular formula: C6H13N
Method: DFT, wB97M-V/def2-TZVPD

* orbital gap: 0.32301 Ha
* ΔE to the lowest compared entry with this formula, charge and spin: 21.0 kcal per mole
* LUMO: 1.1 eV
* E_tot: -7921.924 eV
* SMILES: CCC(=CN)CC

Atoms and positions in Å:
N: -1.27014 -0.18192 -2.29751
C: 0.62617 1.16172 0.66247
C: -0.71734 0.68366 -1.32809
C: -0.01744 -1.78933 1.29112
C: 1.95451 1.20741 -0.10594
C: -1.02453 -0.84207 0.64642
C: -0.41848 0.33253 -0.06425
H: -1.37169 -1.11299 -1.90991
H: 0.39509 -1.33020 2.18590
H: -0.78715 1.74156 -1.55978
H: -1.65834 -0.44258 1.44883
H: -0.43548 -2.76944 1.54595
H: 2.78288 1.63895 0.45579
H: 1.80593 1.79834 -1.00900
H: 0.31382 2.20932 0.72989
H: 2.24172 0.21628 -0.45747
H: -1.81578 -1.33064 0.07747
H: -2.18458 0.12937 -2.60963
H: 0.77986 0.77424 1.66605
H: 0.80096 -2.09422 0.63169

Record 8
Molecular formula: C6H13N
Method: DFT, wB97M-V/def2-TZVPD

* orbital gap: 0.37865 Ha
* ΔE to the lowest compared entry with this formula, charge and spin: 42.2 kcal per mole
* LUMO: 1.1 eV
* E_tot: -7921.004 eV
* SMILES: C=CCC[C@@H](C)N

Atoms and positions in Å:
N: -1.43292 -1.13242 1.60282
C: -0.49837 1.16525 -0.59912
C: 0.11255 0.58689 -1.83307
C: 1.11033 -1.49451 1.32556
C: -0.15515 -0.84840 0.85958
C: 0.12355 0.61157 0.66218
C: 0.00106 1.32544 -2.91190
H: 1.86808 -1.36856 0.57291
H: -1.33949 -1.97904 2.14294
H: -0.16982 2.19215 -0.57604
H: 1.60658 -0.89015 2.17837
H: 0.02264 1.45370 1.34083
H: -1.70334 -0.41274 2.23713
H: -0.42673 -1.36106 -0.10865
H: 0.18672 0.98911 -3.86106
H: 1.20774 0.69792 0.58296
H: -1.56637 1.01408 -0.60216
H: -0.52955 2.27980 -2.91175
H: 1.02367 -2.45217 1.77256
H: 0.55884 -0.37684 -1.87407

Record 9
Molecular formula: C6H13N2
Method: DFT, wB97M-V/def2-TZVPD

* orbital gap: 0.38615 Ha
* ΔE to the lowest compared entry with this formula, charge and spin: 41.1 kcal per mole
* LUMO: -4.3 eV
* E_tot: -9405.087 eV
* SMILES: C=NC(=[NH2+])C(C)(C)C
* charge: +1

Atoms and positions in Å:
N: 0.83550 -0.66736 1.89449
N: -0.41543 1.21221 1.65946
C: 1.27927 -0.93856 -0.76189
C: -1.27847 -0.91954 -0.78689
C: 0.16690 1.27289 -1.09523
C: 0.11043 0.10870 1.13985
C: 0.09978 -0.09204 -0.41412
C: -1.41199 1.94325 1.90302
H: 1.54390 -0.78885 -1.78698
H: -1.31785 2.98315 2.05356
H: 1.10603 -0.55628 2.84533
H: 1.22873 -2.06262 -0.44312
H: -1.44078 -1.01620 -1.95811
H: -0.86376 1.67628 -1.18866
H: 2.20183 -0.52525 -0.23204
H: 1.33092 -1.44520 1.52526
H: -1.33840 -1.94379 -0.48159
H: -2.17648 -0.42896 -0.35273
H: 0.91420 1.79978 -0.44738
H: 0.53441 1.07868 -2.14876
H: -2.46218 1.52407 1.70931

Record 10
Molecular formula: C6H13N2
Method: DFT, wB97M-V/def2-TZVPD

* orbital gap: 0.38900 Ha
* ΔE to the lowest compared entry with this formula, charge and spin: 71.9 kcal per mole
* LUMO: -3.0 eV
* E_tot: -9403.749 eV
* charge: +1

Atoms and positions in Å:
N: -1.21156 1.31684 -0.12875
N: -2.38309 -0.79154 0.44002
C: 2.91432 -1.20018 -0.19173
C: 2.22771 -0.16699 0.13750
C: 0.85277 0.37077 0.58244
C: -1.19679 -1.07998 -0.32381
C: 1.99236 1.31013 0.08225
C: -0.26961 0.25037 -0.40372
H: 3.99515 -1.06860 -0.52527
H: -1.67040 1.63189 -0.98718
H: -1.44848 -1.39540 -1.37022
H: 0.23819 0.33265 -1.41234
H: -2.36478 -0.99320 1.51122
H: 2.32528 1.99091 0.85021
H: -0.51983 -1.81496 0.04972
H: 2.53964 -2.23537 -0.01465
H: 1.74541 1.93103 -0.75658
H: -2.04216 0.49410 0.42453
H: -3.19878 -1.07011 0.08380
H: -0.75764 1.95520 0.45474
H: 0.63606 0.18979 1.66018

Record 11
Molecular formula: C6H13N2O4P
Method: DFT, wB97M-V/def2-TZVPD

* orbital gap: 0.38718 Ha
* ΔE to the lowest compared entry with this formula, charge and spin: 18.5 kcal per mole
* LUMO: -8.3 eV
* E_tot: -26875.065 eV
* charge: +2

Atoms and positions in Å:
P: 0.37763 1.27505 -0.78576
O: -0.04811 0.62873 -2.15984
O: -0.28288 2.48546 -0.16936
O: -1.83526 0.50766 -0.15235
O: 1.88184 1.72871 -0.78857
N: 0.50824 -0.08232 0.32229
N: -2.95290 -1.50945 0.03952
C: -0.86166 1.08917 -3.23352
C: -2.41579 -0.47663 0.04211
C: 0.64509 -1.36416 0.26155
C: 1.17908 -0.79759 2.48996
C: 1.02741 -1.99869 1.46555
C: 0.92543 0.42980 1.66864
H: 1.77032 1.18340 1.45565
H: 0.27658 -2.80416 1.70376
H: 2.55951 1.18709 -1.19200
H: -3.47929 -2.25874 0.50925
H: -0.67998 0.24869 -4.02542
H: 0.56081 -0.66984 3.35544
H: -1.87286 1.12931 -3.04047
H: 2.17405 -0.89409 2.93355
H: 0.16033 -1.89756 -0.56135
H: -1.19054 2.56738 0.33927
H: -0.46840 2.02749 -3.69989
H: 2.01110 -2.68108 1.18154
H: 0.03026 0.94637 2.04045

Record 12
Molecular formula: C6H13N2S
Method: DFT, wB97M-V/def2-TZVPD

* orbital gap (alpha / beta): 0.32148 / 0.32145 Ha
* ΔE to the lowest compared entry with this formula, charge and spin: 138.8 kcal per mole
* LUMO (alpha / beta): -3.8 / -3.8 eV
* E_tot: -20236.461 eV
* charge: +1

Atoms and positions in Å:
S: 1.86615 -1.00236 1.28206
N: 0.56673 1.62800 1.11452
N: 1.15407 0.22640 -1.65966
C: -0.63624 1.63559 2.05270
C: -0.35040 0.85813 0.14822
C: -1.42031 -2.43794 -1.92914
C: 0.47873 -0.20022 -0.55256
C: -0.49984 -2.96084 -2.44965
C: -1.38309 0.66151 1.23060
H: 0.98876 0.74599 1.53107
H: 0.29658 -3.63997 -2.84018
H: 1.42462 -0.44466 -2.39724
H: 2.94745 -1.58122 0.70267
H: -1.25017 2.61753 1.89064
H: -2.44779 0.81175 0.91919
H: 1.23404 2.42245 0.90994
H: 0.06130 -1.17885 -0.55269
H: -0.30242 1.54399 3.13012
H: -0.82764 1.58608 -0.62872
H: 1.67881 1.07253 -1.76960
H: -1.21314 -0.37063 1.66126
H: -2.36619 -1.99324 -1.79355

Look up the E_tot of the eighth one.
-7921.004 eV

Look up the ΔE to the lowest compared entry with this formula, charge and spin of the ninth one.
41.1 kcal per mole